The following is a DFT calculation (ωB97M-V/def2-TZVPD) of C36H66Cl4N3O3P2PtSi as an isolated structure.

CARTESIAN COORDINATES (ANGSTROEM)
1 Pt 0.168 0.272 -0.699
2 Cl 0.774 -3.878 5.032
3 C 0.916 -3.091 3.491
4 C 1.935 -3.443 2.629
5 Cl 3.091 -4.662 3.061
6 C 2.025 -2.784 1.392
7 Cl 3.289 -3.213 0.278
8 C 1.138 -1.793 0.998
9 O 1.347 -1.249 -0.210
10 C 0.051 -1.399 1.892
11 O -0.795 -0.492 1.593
12 C 0.004 -2.100 3.122
13 Cl -1.282 -1.651 4.200
14 C 2.622 3.066 -2.217
15 C 2.472 3.275 -0.711
16 C 1.430 4.355 -0.447
17 P 2.047 1.673 0.135
18 C 1.987 2.185 1.931
19 C 0.534 2.503 2.298
20 C 2.497 1.095 2.876
21 C 3.646 0.720 0.051
22 C 4.879 1.541 0.428
23 C 3.883 -0.032 -1.259
24 H 2.845 4.019 -2.706
25 H 1.699 2.664 -2.638
26 H 3.417 2.369 -2.466
27 H 3.427 3.615 -0.299
28 H 0.435 3.992 -0.711
29 H 1.643 5.239 -1.055
30 H 1.421 4.664 0.600
31 H 2.607 3.083 2.054
32 H -0.075 1.597 2.212
33 H 0.095 3.251 1.637
34 H 0.484 2.873 3.327
35 H 1.991 0.144 2.689
36 H 2.277 1.378 3.908
37 H 3.572 0.932 2.796
38 H 3.487 -0.046 0.814
39 H 5.146 2.241 -0.368
40 H 5.735 0.877 0.574
41 H 4.740 2.115 1.347
42 H 4.035 0.635 -2.108
43 H 3.055 -0.698 -1.477
44 H 4.789 -0.637 -1.157
45 O -1.118 1.980 -0.549
46 P -2.347 2.802 -0.698
47 N -2.646 3.970 0.447
48 C -2.921 3.472 1.821
49 C -2.622 4.667 2.738
50 C -2.549 5.866 1.792
51 C -1.946 5.256 0.536
52 N -3.654 1.812 -0.554
53 C -5.044 2.285 -0.583
54 C -5.820 1.228 0.214
55 C -4.938 -0.017 0.107
56 C -3.538 0.559 0.228
57 N -2.322 3.692 -2.081
58 C -1.437 3.341 -3.209
59 C -2.029 4.103 -4.399
60 C -2.825 5.237 -3.751
61 C -3.418 4.554 -2.527
62 H -2.289 2.616 2.069
63 H -3.963 3.153 1.892
64 H -1.663 4.520 3.236
65 H -3.382 4.786 3.510
66 H -1.952 6.689 2.185
67 H -3.551 6.243 1.573
68 H -0.869 5.134 0.662
69 H -2.113 5.852 -0.362
70 H -5.406 2.334 -1.615
71 H -5.139 3.285 -0.149
72 H -6.827 1.083 -0.175
73 H -5.906 1.534 1.260
74 H -5.067 -0.485 -0.871
75 H -5.142 -0.762 0.875
76 H -2.741 -0.063 -0.167
77 H -3.287 0.748 1.277
78 H -1.411 2.269 -3.378
79 H -0.421 3.668 -2.991
80 H -2.699 3.453 -4.966
81 H -1.256 4.458 -5.079
82 H -3.585 5.663 -4.405
83 H -2.153 6.038 -3.433
84 H -4.301 3.971 -2.815
85 H -3.720 5.246 -1.739
86 C -2.404 -0.268 -3.149
87 Si -0.891 -1.107 -2.315
88 C 0.330 -1.294 -3.833
89 C 0.991 0.071 -4.073
90 C 1.432 -2.312 -3.527
91 C -0.359 -1.685 -5.147
92 C -1.561 -2.859 -1.794
93 C -0.532 -3.722 -1.056
94 C -2.068 -3.674 -2.991
95 C -2.737 -2.652 -0.832
96 H -3.016 -0.994 -3.695
97 H -2.051 0.454 -3.888
98 H -3.055 0.255 -2.448
99 H 1.505 0.423 -3.178
100 H 0.256 0.832 -4.357
101 H 1.717 -0.009 -4.894
102 H 1.863 -2.161 -2.534
103 H 2.239 -2.237 -4.268
104 H 1.051 -3.335 -3.568
105 H -1.170 -0.998 -5.401
106 H -0.771 -2.693 -5.125
107 H 0.367 -1.649 -5.971
108 H 0.339 -3.957 -1.667
109 H -1.001 -4.672 -0.763
110 H -0.181 -3.243 -0.145
111 H -1.244 -4.044 -3.602
112 H -2.745 -3.110 -3.638
113 H -2.618 -4.552 -2.626
114 H -2.418 -2.134 0.076
115 H -3.145 -3.627 -0.537
116 H -3.547 -2.086 -1.301

ΔE to the lowest compared entry with this formula, charge and spin   0.0 kcal per mole
Charge   -1
Total energy   -4733.83608 a.u.



The following is a DFT calculation (ωB97M-V/def2-TZVPD) of C8H21MnN5Se2 as an isolated structure.

CARTESIAN COORDINATES (ANGSTROEM)
1 Mn 0.913 -0.018 -0.271
2 C 4.388 -1.946 -0.661
3 Se 3.255 -0.367 -0.724
4 C 3.732 0.394 1.055
5 C 3.200 -0.366 2.259
6 Se 1.204 -0.456 2.346
7 C 0.870 -2.344 1.897
8 H 5.422 -1.616 -0.567
9 H 4.263 -2.491 -1.594
10 H 4.119 -2.589 0.174
11 H 3.328 1.414 1.038
12 H 4.824 0.457 1.101
13 H 3.497 0.167 3.167
14 H 3.582 -1.387 2.323
15 H 1.587 -2.979 2.413
16 H 0.906 -2.505 0.810
17 H -0.129 -2.565 2.266
18 C -3.748 -1.448 -0.710
19 N -3.373 -0.048 -0.786
20 C -4.482 0.886 -0.882
21 C -2.090 0.344 -0.763
22 N -1.070 -0.480 -0.795
23 N -1.900 1.717 -0.738
24 C -0.759 2.481 -0.824
25 N -0.956 3.762 -1.169
26 N 0.417 2.002 -0.552
27 H -4.729 -1.518 -0.244
28 H -3.062 -2.024 -0.091
29 H -3.810 -1.890 -1.708
30 H -5.375 0.341 -1.179
31 H -4.316 1.639 -1.654
32 H -4.683 1.369 0.079
33 H -1.370 -1.440 -0.972
34 H -2.757 2.252 -0.700
35 H -1.857 4.145 -1.411
36 H -0.175 4.392 -1.265
37 H 1.138 2.715 -0.669

Spin multiplicity   6
ΔE to the lowest compared entry with this formula, charge and spin   11.1 kcal per mole
⟨S²⟩   8.758
Charge   +2
Total energy   -6544.60264 a.u.



The following is a DFT calculation (ωB97M-V/def2-TZVPD) of a 9-piece molecular cluster, C18H54O9 overall.

CARTESIAN COORDINATES (ANGSTROEM)
1 C 12.874 12.102 12.370
2 C 14.212 11.774 11.786
3 O 14.322 12.109 10.379
4 H 12.715 13.179 12.434
5 H 12.718 11.795 13.404
6 H 11.997 11.729 11.840
7 H 14.447 10.711 11.738
8 H 15.017 12.229 12.363
9 H 13.655 11.513 10.029
10 C 12.649 6.855 14.826
11 C 12.328 8.134 13.983
12 O 13.210 9.159 14.465
13 H 12.199 7.060 15.798
14 H 13.717 6.644 14.877
15 H 12.153 6.016 14.337
16 H 11.267 8.370 13.902
17 H 12.624 7.919 12.957
18 H 14.109 9.046 14.149
19 C 16.827 14.480 10.362
20 C 15.787 15.302 11.121
21 O 16.318 16.361 11.834
22 H 17.642 14.147 11.006
23 H 17.370 15.136 9.681
24 H 16.452 13.601 9.838
25 H 14.960 14.757 11.576
26 H 15.331 15.862 10.305
27 H 15.735 17.061 11.531
28 C 10.393 9.503 11.069
29 C 9.666 9.998 9.796
30 O 10.099 9.264 8.659
31 H 10.045 8.494 11.289
32 H 10.246 10.138 11.942
33 H 11.457 9.466 10.835
34 H 9.986 11.028 9.640
35 H 8.593 10.011 9.985
36 H 9.432 9.495 8.008
37 C 14.581 14.439 6.075
38 C 15.028 13.917 7.430
39 O 13.879 13.926 8.269
40 H 13.780 13.849 5.629
41 H 15.291 14.511 5.251
42 H 14.274 15.484 6.099
43 H 15.810 14.453 7.966
44 H 15.395 12.892 7.366
45 H 14.129 13.656 9.156
46 C 10.015 15.561 12.734
47 C 9.210 14.989 13.959
48 O 9.719 13.708 14.209
49 H 10.951 16.091 12.914
50 H 9.308 16.202 12.209
51 H 10.418 14.799 12.067
52 H 8.129 15.071 13.841
53 H 9.512 15.570 14.831
54 H 10.460 13.787 14.813
55 C 10.829 9.140 17.403
56 C 12.182 9.779 17.440
57 O 12.498 10.583 16.337
58 H 10.711 8.399 16.613
59 H 10.002 9.850 17.370
60 H 10.708 8.773 18.422
61 H 12.935 9.028 17.680
62 H 12.180 10.420 18.321
63 H 12.678 9.986 15.607
64 C 11.953 11.079 6.426
65 C 13.082 10.437 7.344
66 O 12.702 10.375 8.677
67 H 11.918 10.629 5.434
68 H 12.196 12.142 6.408
69 H 10.906 10.950 6.697
70 H 13.942 11.092 7.203
71 H 13.377 9.516 6.841
72 H 11.953 9.775 8.676
73 C 16.658 10.540 15.112
74 C 16.422 9.056 15.063
75 O 15.887 8.637 13.738
76 H 17.309 10.779 14.272
77 H 16.940 10.858 16.116
78 H 15.716 11.024 14.855
79 H 15.798 8.703 15.884
80 H 17.406 8.605 15.186
81 H 16.594 8.715 13.094

ΔE to the lowest compared entry with this formula, charge and spin   112.2 kcal per mole
Total energy   -1395.18803 a.u.